{
  "formula": "C3H4S2",
  "method": "ωB97M-V with the def2-TZVPD basis set",
  "symbols": ["C", "C", "C", "S", "S", "H", "H", "H", "H"],
  "coordinates": [[0.331102, 0.321114, -0.811056], [-0.184432, 0.533358, 0.592254], [-1.070808, -0.515625, 0.988495], [1.343623, -1.223875, -0.780133], [0.452087, -0.992546, 1.367208], [-0.296194, 0.419694, -1.675564], [1.039715, 1.078548, -0.948595], [-0.100518, 1.498517, 0.992014], [-1.514575, -1.119185, 0.275377]],
  "atomic_forces_ev_per_a": [[1.73, 0.03, -0.83], [-0.67, -1.93, -1.93], [-0.32, 0.75, 1.75], [-0.91, 0.80, 0.82], [1.39, -0.56, 0.77], [-1.05, -0.32, 0.02], [1.31, 1.23, -0.49], [0.15, 0.95, 0.99], [-1.63, -0.96, -1.10]],
  "largest_force_ev_per_a": 2.81,
  "e_homo_ha": -0.309,
  "charge": 0,
  "e_tot_ev": -24842.623
}